C37H97BN17O20 | ωB97M-V/def2-TZVPD

Computed properties:
* energy above the lowest of the compared OMol25 structures with the same formula, charge and spin: 0.00 kcal per mole
* frontier orbital gap: 9.2429 eV
* net charge: -1
* E_tot: -106910.10394 eV
* E_HOMO: -7.223 eV

Geometry (Å):
O (-22.040, -1.449, -9.592)
C (-22.281, -1.390, -10.773)
O (-23.342, -0.845, -11.351)
B (-23.397, -1.202, -12.792)
O (-22.197, -2.040, -12.987)
C (-21.532, -2.205, -11.859)
O (-20.520, -2.812, -11.689)
O (-23.604, -0.034, -13.703)
C (-24.787, -0.098, -14.369)
O (-25.319, 0.697, -15.040)
C (-25.384, -1.475, -13.942)
O (-24.576, -2.024, -13.057)
O (-26.431, -1.911, -14.338)
C (-17.604, -9.151, -8.815)
C (-19.111, -8.948, -8.782)
C (-19.534, -7.812, -7.849)
O (-20.913, -7.957, -7.633)
C (-21.389, -7.015, -6.649)
N (-19.553, -8.633, -10.183)
H (-17.029, -8.307, -9.188)
H (-17.430, -9.973, -9.514)
H (-17.156, -9.402, -7.850)
H (-19.606, -9.906, -8.634)
H (-19.276, -6.825, -8.256)
H (-18.909, -7.885, -6.941)
H (-20.736, -6.990, -5.767)
H (-22.340, -7.405, -6.290)
H (-21.435, -6.035, -7.130)
H (-19.148, -7.771, -10.554)
H (-20.519, -8.315, -10.050)
C (-24.273, -6.872, -14.245)
C (-25.307, -7.441, -15.234)
C (-25.688, -6.415, -16.270)
O (-25.982, -5.229, -15.629)
C (-26.780, -4.337, -16.333)
N (-24.758, -8.701, -15.857)
H (-24.109, -7.633, -13.468)
H (-24.408, -5.917, -13.744)
H (-23.288, -6.869, -14.744)
H (-26.168, -7.800, -14.658)
H (-26.486, -6.832, -16.907)
H (-24.891, -6.275, -17.027)
H (-26.714, -4.348, -17.422)
H (-26.665, -3.287, -16.042)
H (-27.804, -4.498, -15.966)
H (-24.165, -9.141, -15.154)
H (-24.055, -8.321, -16.509)
C (-24.072, 5.572, -11.306)
C (-23.300, 4.256, -11.117)
C (-22.621, 3.655, -12.325)
O (-23.545, 3.660, -13.379)
C (-22.958, 3.258, -14.601)
N (-22.255, 4.493, -10.055)
H (-24.393, 6.027, -10.375)
H (-24.963, 5.280, -11.880)
H (-23.568, 6.305, -11.940)
H (-23.942, 3.526, -10.640)
H (-22.260, 2.655, -12.038)
H (-21.700, 4.190, -12.620)
H (-22.273, 2.404, -14.515)
H (-22.359, 4.090, -14.988)
H (-23.765, 2.940, -15.255)
H (-22.715, 4.585, -9.148)
H (-21.860, 5.427, -10.176)
C (-17.965, 0.783, -15.110)
C (-16.524, 0.910, -14.664)
C (-16.353, 0.627, -13.187)
O (-16.997, -0.578, -12.865)
C (-17.250, -0.749, -11.484)
N (-15.649, 0.084, -15.533)
H (-18.690, 1.406, -14.583)
H (-18.247, -0.265, -15.038)
H (-18.065, 1.140, -16.139)
H (-16.238, 1.955, -14.841)
H (-16.755, 1.464, -12.597)
H (-15.285, 0.519, -12.933)
H (-16.390, -0.496, -10.855)
H (-17.654, -1.748, -11.398)
H (-18.050, -0.086, -11.126)
H (-14.703, 0.310, -15.237)
H (-15.854, -0.868, -15.216)
C (-26.881, -3.447, -8.856)
C (-26.188, -4.723, -9.347)
C (-26.194, -4.836, -10.870)
O (-27.471, -5.042, -11.370)
C (-27.628, -4.873, -12.756)
N (-24.792, -4.702, -8.872)
H (-27.111, -3.577, -7.800)
H (-27.868, -3.277, -9.302)
H (-26.250, -2.599, -9.124)
H (-26.749, -5.590, -8.972)
H (-25.559, -5.666, -11.217)
H (-25.703, -3.905, -11.197)
H (-27.453, -5.828, -13.270)
H (-27.156, -4.027, -13.258)
H (-28.706, -4.725, -12.916)
H (-24.334, -5.472, -9.429)
H (-24.352, -3.878, -9.297)
C (-19.411, -3.453, -17.584)
C (-19.387, -3.799, -16.103)
C (-20.742, -4.193, -15.495)
O (-21.745, -3.261, -15.875)
C (-23.073, -3.627, -15.601)
N (-18.383, -4.820, -15.795)
H (-20.001, -2.556, -17.763)
H (-19.655, -4.336, -18.182)
H (-18.428, -3.135, -17.951)
H (-19.163, -2.905, -15.508)
H (-20.601, -4.161, -14.409)
H (-20.984, -5.200, -15.881)
H (-23.314, -4.637, -15.956)
H (-23.782, -2.970, -16.098)
H (-23.223, -3.670, -14.521)
H (-18.770, -5.694, -16.186)
H (-17.567, -4.781, -16.405)
C (-23.414, -9.052, -11.049)
C (-23.961, -7.966, -10.144)
C (-24.406, -8.427, -8.768)
O (-25.301, -9.520, -8.759)
C (-26.593, -9.209, -9.173)
N (-23.025, -6.839, -9.953)
H (-23.342, -8.740, -12.089)
H (-24.049, -9.942, -10.977)
H (-22.419, -9.381, -10.733)
H (-24.819, -7.487, -10.639)
H (-24.881, -7.591, -8.235)
H (-23.517, -8.701, -8.189)
H (-27.081, -10.126, -9.505)
H (-26.661, -8.531, -10.035)
H (-27.189, -8.757, -8.371)
H (-22.249, -7.229, -9.422)
H (-22.723, -6.501, -10.858)
C (-19.273, 2.377, -9.682)
O (-18.370, 1.540, -9.405)
N (-19.007, 3.663, -10.201)
N (-20.629, 2.080, -9.565)
H (-18.097, 3.785, -10.595)
H (-19.835, 4.121, -10.545)
H (-20.899, 1.151, -9.317)
H (-21.290, 2.822, -9.742)
C (-22.603, -0.303, -17.657)
O (-23.055, 0.703, -18.227)
N (-22.197, -0.391, -16.328)
N (-22.395, -1.563, -18.231)
H (-22.288, 0.362, -15.673)
H (-21.814, -1.283, -16.053)
H (-22.471, -1.658, -19.228)
H (-21.930, -2.289, -17.689)
C (-23.332, 1.432, -7.713)
O (-23.571, 2.354, -6.876)
N (-23.836, 1.373, -9.015)
N (-22.548, 0.320, -7.409)
H (-24.463, 2.068, -9.360)
H (-23.875, 0.464, -9.436)
H (-22.367, -0.438, -8.062)
H (-22.294, 0.240, -6.443)
C (-25.144, 4.263, -17.880)
O (-25.953, 4.998, -17.300)
N (-24.290, 4.760, -18.885)
N (-25.108, 2.877, -17.731)
H (-24.464, 5.682, -19.227)
H (-23.751, 4.143, -19.458)
H (-24.306, 2.333, -18.014)
H (-25.752, 2.499, -17.059)
C (-26.686, 2.522, -11.067)
O (-26.834, 1.629, -10.213)
N (-25.714, 2.337, -12.063)
N (-27.335, 3.748, -11.118)
H (-25.499, 3.145, -12.608)
H (-25.438, 1.391, -12.204)
H (-27.284, 4.332, -11.926)
H (-27.945, 4.038, -10.380)